Entry 1:
The following is a DFT calculation (wB97M-V/def2-TZVPD) of a cluster of 10 separate species, C40H80O20S10 in total at a distorted geometry.

```
150
Properties=species:S:1:pos:R:3:lowdin_charge:R:1
O -0.2376 29.0330 -3.6040 -0.34
S -1.0189 27.8177 -3.3759 0.71
O -2.1701 27.8617 -2.5147 -0.34
C -1.4021 27.0367 -5.0944 -0.22
C -0.9830 25.6040 -5.0487 -0.20
C 0.3911 25.6696 -4.2158 -0.21
C -0.0220 26.2969 -2.9429 -0.26
H -0.8986 27.5422 -5.9184 0.10
H -2.4485 27.2752 -5.2845 0.09
H -1.6980 24.9133 -4.6018 0.11
H -0.7696 25.2683 -6.0636 0.11
H 1.1260 26.4172 -4.5144 0.12
H 0.8195 24.6984 -3.9685 0.12
H 0.7446 26.8302 -2.3807 0.10
H -0.7753 25.7124 -2.4149 0.10
O -12.2849 24.3686 -3.9466 -0.34
S -11.7210 24.2425 -2.6324 0.67
O -12.5951 24.7020 -1.5451 -0.34
C -11.1704 22.4779 -2.2856 -0.16
C -10.1228 22.8829 -1.1995 -0.23
C -9.2394 23.9158 -1.8293 -0.25
C -10.0551 25.0104 -2.6060 -0.19
H -10.7613 22.3540 -3.2883 0.09
H -11.9999 21.7709 -2.2715 0.10
H -10.5725 23.3925 -0.3473 0.11
H -9.4948 22.0901 -0.7929 0.11
H -8.6242 23.6133 -2.6767 0.11
H -8.5200 24.3832 -1.1570 0.11
H -9.7429 25.1170 -3.6449 0.10
H -10.2219 25.9100 -2.0136 0.10
O 8.7780 23.0934 5.0089 -0.36
S 8.0222 22.1808 5.9110 0.73
O 8.2036 20.7572 5.8857 -0.35
C 8.3430 22.6210 7.6600 -0.20
C 6.9410 23.0927 8.3308 -0.18
C 5.6875 22.6142 7.5192 -0.23
C 6.0902 22.5710 6.0668 -0.20
H 9.0483 23.4509 7.7039 0.09
H 8.7682 21.7948 8.2297 0.09
H 6.9514 22.8798 9.3997 0.10
H 6.9026 24.1764 8.4411 0.10
H 4.7476 23.1651 7.4829 0.12
H 5.6297 21.5450 7.7227 0.11
H 6.0553 23.6437 5.8766 0.09
H 5.5341 21.8616 5.4540 0.10
O 1.3140 9.2072 13.3397 -0.36
S -0.1040 9.5222 13.6573 0.71
O -0.5732 9.4623 15.0298 -0.32
C -0.5631 11.0772 13.0183 -0.25
C -1.7282 10.8209 12.1037 -0.26
C -1.4918 9.5106 11.4469 -0.25
C -1.1024 8.4926 12.5013 -0.20
H 0.1098 11.6326 12.3650 0.12
H -0.9038 11.6554 13.8772 0.11
H -2.6956 10.7441 12.6000 0.12
H -1.8783 11.6784 11.4477 0.12
H -0.5988 9.4886 10.8224 0.12
H -2.2966 9.3479 10.7300 0.12
H -0.6885 7.4997 12.3251 0.11
H -1.9121 8.3543 13.2178 0.09
O -1.6252 4.7662 0.9885 -0.35
S -0.8240 5.2881 2.0837 0.76
O 0.6482 4.9074 2.2182 -0.39
C -0.9849 7.1854 1.9294 -0.19
C -1.8409 7.6008 3.1627 -0.21
C -2.5596 6.3552 3.7895 -0.23
C -1.6401 5.1523 3.7299 -0.22
H -1.5111 7.5486 1.0467 0.09
H -0.0288 7.6618 1.7127 0.09
H -1.0569 7.9165 3.8510 0.11
H -2.5973 8.3667 2.9915 0.11
H -3.5030 6.2266 3.2589 0.11
H -2.8598 6.7262 4.7694 0.11
H -2.1701 4.2078 3.8531 0.11
H -0.8401 5.1600 4.4702 0.10
O -6.2168 28.7678 5.2448 -0.34
S -6.7107 28.2110 3.9895 0.71
O -5.8680 27.2283 3.3614 -0.34
C -8.4058 27.4926 4.1824 -0.22
C -9.3635 28.5779 3.7935 -0.22
C -8.6208 29.9468 3.6636 -0.25
C -7.3646 29.6818 2.9810 -0.22
H -8.5226 26.9480 5.1193 0.11
H -8.2838 26.7499 3.3940 0.09
H -9.8370 28.2609 2.8643 0.11
H -10.2038 28.6523 4.4837 0.11
H -8.4956 30.4542 4.6201 0.12
H -9.3016 30.6138 3.1346 0.12
H -6.5535 30.4070 2.9159 0.11
H -7.4508 29.3524 1.9455 0.11
O -3.4788 22.4011 13.3146 -0.35
S -3.8244 21.6850 12.1137 0.72
O -4.0945 20.2636 12.0232 -0.35
C -5.1637 22.7007 11.2229 -0.17
C -4.3108 23.9418 10.5994 -0.18
C -3.2136 23.1718 9.8732 -0.30
C -2.5319 22.1600 10.7205 -0.18
H -6.0544 22.9302 11.8077 0.09
H -5.3993 21.9226 10.4968 0.08
H -4.8284 24.5676 9.8724 0.11
H -3.8677 24.4945 11.4278 0.11
H -2.3884 23.8431 9.6357 0.11
H -3.7024 22.9330 8.9286 0.12
H -1.5478 22.5401 10.9945 0.10
H -2.3955 21.2257 10.1760 0.09
O -11.2834 9.5049 2.3560 -0.34
S -9.8890 9.7873 2.0200 0.68
O -8.8879 9.7209 3.0137 -0.30
C -9.5871 8.7468 0.5471 -0.20
C -9.4369 9.6748 -0.6868 -0.24
C -9.9412 11.0417 -0.3425 -0.25
C -9.7233 11.3313 1.0983 -0.23
H -10.2808 7.9254 0.3674 0.11
H -8.5857 8.3234 0.6240 0.09
H -8.4398 9.4171 -1.0439 0.11
H -9.9602 9.3366 -1.5811 0.11
H -10.9701 11.0197 -0.7015 0.12
H -9.4390 11.7374 -1.0147 0.12
H -10.0684 12.2987 1.4632 0.12
H -8.6720 11.6073 1.1798 0.11
O -2.7667 16.7432 1.8030 -0.34
S -2.5926 17.6585 2.8723 0.68
O -1.2935 18.1490 3.2770 -0.33
C -3.8796 18.9630 2.5988 -0.18
C -5.0042 18.8155 3.6928 -0.24
C -4.3882 18.1229 4.8348 -0.26
C -3.5273 16.8825 4.3414 -0.15
H -4.1950 18.6020 1.6199 0.09
H -3.4928 19.9795 2.6711 0.10
H -5.4052 19.7948 3.9543 0.11
H -5.8907 18.3134 3.3054 0.11
H -5.2293 17.8850 5.4861 0.11
H -3.8906 18.8022 5.5269 0.11
H -4.2451 16.2342 3.8388 0.09
H -3.0221 16.2512 5.0724 0.10
O -10.9288 14.6072 8.1830 -0.34
S -11.0241 14.6029 9.6153 0.72
O -10.5845 15.8068 10.3561 -0.36
C -12.7131 14.0011 10.1853 -0.20
C -12.5367 12.4514 10.2186 -0.25
C -11.2758 12.1669 10.9840 -0.22
C -10.1772 13.0246 10.2505 -0.18
H -13.4834 14.3384 9.4918 0.10
H -12.9089 14.5289 11.1187 0.10
H -13.2870 11.9754 10.8498 0.11
H -12.5768 12.1415 9.1743 0.12
H -11.1916 11.0954 11.1654 0.12
H -11.4923 12.5734 11.9720 0.11
H -9.5464 12.5306 9.5114 0.09
H -9.4462 13.2533 11.0260 0.08
```

Summary:
* electronic energy: -192066.4373 eV
* SMILES string: O=S1(=O)CCCC1.O=S1(=O)CCCC1.O=S1(=O)CCCC1.O=S1(=O)CCCC1.O=S1(=O)CCCC1.O=S1(=O)CCCC1.O=S1(=O)CCCC1.O=S1(=O)CCCC1.O=S1(=O)CCCC1.O=S1(=O)CCCC1
* max |F|: 4.36 eV Å⁻¹
* ΔE to the lowest compared entry with this formula, charge and spin: 223.1 kcal/mol
* net charge: 0
* HOMO-LUMO gap: 10.0 eV

Entry 2:
The following is a DFT calculation (wB97M-V/def2-TZVPD) of a cluster of 10 separate species, C13H15BCl36N2O2P2 in total at a distorted geometry.

```
71
Properties=species:S:1:pos:R:3:lowdin_charge:R:1
C 2.0352 2.6752 1.2537 -0.25
C 1.2629 1.8128 1.9810 -0.40
P 0.5365 0.2072 1.1036 0.66
B -1.3293 0.9428 0.9640 -0.80
O -1.4660 2.2494 1.3593 0.07
N -2.4346 0.1495 0.5056 -0.13
C -2.9208 -0.6504 1.6539 -0.09
C -3.4753 0.9454 -0.1561 -0.11
P 0.0088 -1.8077 0.2036 0.62
N 1.0121 -2.9507 1.0712 -0.23
O 0.7011 -1.7131 -1.2916 -0.43
H 1.5993 3.3978 0.5707 -0.01
H 3.0984 2.5754 1.3688 0.00
H 1.0774 1.9586 3.0369 -0.01
H 0.8000 -0.4757 2.3461 0.00
H 1.5113 0.3749 0.0714 -0.07
H -2.0127 2.2879 2.1516 0.09
H -3.7824 -0.2101 2.1339 0.04
H -3.1391 -1.6472 1.3212 0.08
H -2.1470 -0.6809 2.4040 0.07
H -3.2124 1.9776 -0.2815 0.03
H -4.4129 0.8722 0.3649 0.04
H -3.6506 0.5470 -1.1420 0.05
H 1.9958 -2.7482 0.8976 -0.02
H 0.8933 -2.7596 2.0580 0.00
H 0.3136 -0.9754 -1.7765 -0.04
Cl -0.3598 -4.4353 -1.6568 0.54
C -0.7000 -5.2969 -3.1494 -2.03
Cl 0.7087 -6.2600 -3.6131 0.51
Cl -2.0970 -6.3549 -2.9232 0.48
Cl -1.0599 -4.1301 -4.4333 0.52
Cl -4.7505 2.1430 2.9937 0.58
C -5.8585 3.1831 2.0825 -2.04
Cl -4.9517 4.0603 0.8551 0.56
Cl -7.1075 2.1996 1.3130 0.54
Cl -6.6235 4.3237 3.1879 0.54
Cl 0.6149 3.3468 -3.9285 0.56
C -0.3523 2.5379 -2.6999 -1.95
Cl -1.8994 3.3819 -2.5079 0.53
Cl -0.6395 0.8609 -3.1973 0.57
Cl 0.5114 2.5609 -1.1420 0.66
Cl 5.9423 1.5057 1.5791 0.51
C 5.5498 0.6861 0.0717 -2.04
Cl 6.9033 -0.3369 -0.4214 0.54
Cl 4.1094 -0.3070 0.2991 0.54
Cl 5.2287 1.8941 -1.1774 0.53
Cl 9.7657 3.9808 2.7104 0.53
C 8.2853 4.8092 2.2126 -2.05
Cl 8.5939 6.5423 2.0605 0.53
Cl 7.7349 4.1630 0.6703 0.50
Cl 7.0174 4.5355 3.4075 0.48
Cl -7.0613 -7.4985 -4.2357 0.52
C -6.1238 -6.7766 -2.9256 -2.05
Cl -5.3774 -5.2861 -3.4955 0.51
Cl -7.1938 -6.4113 -1.5693 0.52
Cl -4.8866 -7.9294 -2.3936 0.50
Cl 4.4562 -7.2674 -1.0039 0.52
C 4.6655 -5.6293 -1.6279 -2.06
Cl 6.2727 -5.0350 -1.1954 0.52
Cl 4.4982 -5.6443 -3.3851 0.52
Cl 3.4382 -4.5747 -0.9311 0.52
Cl -5.8375 -0.4638 -4.4387 0.53
C -5.5470 1.2520 -4.1324 -2.04
Cl -6.1577 2.2047 -5.4865 0.54
Cl -6.3817 1.7290 -2.6479 0.52
Cl -3.8168 1.5312 -3.9351 0.48
Cl 2.6317 3.3752 3.9274 0.64
C 3.5216 3.9703 5.3288 -2.02
Cl 4.4147 5.4238 4.8747 0.50
Cl 2.3953 4.3486 6.6350 0.53
Cl 4.6606 2.7333 5.8714 0.52
```

Summary:
* electronic energy: -490852.8504 eV
* SMILES string: C=C[PH2](B(O)N(C)C)P(N)O.ClC(Cl)(Cl)Cl.ClC(Cl)(Cl)Cl.ClC(Cl)(Cl)Cl.ClC(Cl)(Cl)Cl.ClC(Cl)(Cl)Cl.ClC(Cl)(Cl)Cl.ClC(Cl)(Cl)Cl.ClC(Cl)(Cl)Cl.ClC(Cl)(Cl)Cl
* max |F|: 2.19 eV Å⁻¹
* net charge: 0
* HOMO-LUMO gap: 6.2 eV

Entry 3:
The following is a DFT calculation (wB97M-V/def2-TZVPD) of a cluster of 2 separate species, C8H13NOSi in total at a distorted geometry.

```
24
Properties=species:S:1:pos:R:3:lowdin_charge:R:1
C 2.9999 -0.9087 0.9576 -0.08
C 2.1662 0.2415 0.6572 -0.13
C 2.6835 -1.8343 -0.0212 -0.09
C 1.0988 -0.0635 -0.1016 -0.33
C -2.2052 -1.2883 0.2900 -0.42
C 1.4018 -1.4188 -0.6726 -0.23
C -1.0046 1.3253 -2.1309 -0.24
C -0.8754 2.2584 0.8531 -0.20
N -2.7339 -0.9158 1.4587 0.12
O -2.5044 -2.1923 -0.4758 -0.03
Si -0.5120 0.8458 -0.4064 0.78
H 3.7268 -1.0559 1.7491 0.10
H 2.3836 1.0869 1.2934 0.10
H 3.3431 -2.6916 -0.3485 0.12
H 1.3408 -1.5616 -1.8198 0.15
H 0.7570 -2.1531 -0.2169 0.11
H -0.5224 2.2195 -2.6082 0.04
H -0.6820 0.5012 -2.8295 0.03
H -2.1175 1.4486 -2.3887 0.06
H -0.2564 3.1417 0.7472 0.03
H -1.9075 2.5395 0.6343 0.03
H -0.6182 1.9216 1.7857 -0.02
H -3.5530 -1.3500 1.7728 0.09
H -2.4090 -0.0960 1.8207 0.03
```

Summary:
* electronic energy: -19919.0284 eV
* max |F|: 3.53 eV Å⁻¹
* ΔE to the lowest compared entry with this formula, charge and spin: 78.9 kcal/mol
* net charge: 0
* HOMO-LUMO gap (spin up / spin down): 7.7 / 7.7 eV

Entry 4:
The following is a DFT calculation (wB97M-V/def2-TZVPD) of a cluster of 2 separate species, C5H11NO in total at a distorted geometry.

```
18
Properties=species:S:1:pos:R:3:lowdin_charge:R:1
C -1.1879 -1.5090 -0.2406 -0.09
C -1.0475 -0.0632 -0.5143 -0.14
C -1.8400 0.8856 0.3142 -0.07
N 1.0378 0.1933 -0.1341 -0.04
C 2.1298 -0.6052 0.4407 -0.13
C 1.3896 1.4502 -0.4110 -0.45
O 0.6299 2.2691 -0.9118 -0.05
H -1.3173 -1.6963 0.8303 0.09
H -2.0488 -1.9647 -0.7483 0.10
H -0.2606 -1.8972 -0.6423 0.07
H -1.0062 0.2344 -1.5636 0.12
H -1.0619 1.6336 0.5235 0.08
H -2.7204 1.1908 -0.2956 0.11
H -2.2298 0.4325 1.2347 0.08
H 1.8747 -0.9418 1.4478 0.07
H 2.3591 -1.4360 -0.2325 0.07
H 3.0745 -0.0213 0.5552 0.08
H 2.4477 1.7156 -0.1224 0.13
```

Summary:
* electronic energy: -8898.4816 eV
* max |F|: 1.29 eV Å⁻¹
* ΔE to the lowest compared entry with this formula, charge and spin: 74.2 kcal/mol
* net charge: 0
* HOMO-LUMO gap: 8.9 eV

Entry 5:
The following is a DFT calculation (wB97M-V/def2-TZVPD) of a cluster of 2 separate species, C2H7O3SSi in total at a distorted geometry.

```
14
Properties=species:S:1:pos:R:3:lowdin_charge:R:1
C 1.2952 0.3523 1.1367 -0.26
C 1.1101 -1.0887 0.8401 -0.46
O 5.4592 -0.0694 0.7517 -0.46
O 4.3912 -0.5353 -1.4443 -0.45
O -1.6383 -0.6424 0.7301 -0.56
Si -0.6210 -1.7289 1.2452 0.19
S 4.4305 -0.8007 0.0036 0.90
H 1.5382 0.4360 2.1329 0.02
H 1.9156 1.0792 0.6002 0.06
H 0.2299 0.7321 1.0550 0.07
H 1.9997 -1.7027 1.2652 0.05
H 1.2101 -0.9840 -0.2524 0.05
H -0.8808 -3.1498 0.7083 -0.07
H -0.4196 -1.8152 2.6982 -0.08
```

Summary:
* electronic energy: -27043.2791 eV
* max |F|: 3.53 eV Å⁻¹
* ΔE to the lowest compared entry with this formula, charge and spin: 61.8 kcal/mol
* net charge: -1
* HOMO-LUMO gap: 5.2 eV

Entry 6:
The following is a DFT calculation (wB97M-V/def2-TZVPD) of a structure of composition C23H34N2O3Si2TeZr at a distorted geometry.

```
66
Properties=species:S:1:pos:R:3:lowdin_charge:R:1
Zr 1.0727 -0.5957 -0.0998 1.51
C 0.2793 -3.2883 4.5307 -0.04
O 0.7107 -2.6076 3.3575 -0.11
C 2.0422 -2.5843 3.0664 -0.20
C 3.0266 -3.3894 3.6190 0.04
C 4.3482 -3.2663 3.1918 -0.03
C 4.6837 -2.3981 2.1782 -0.01
C 3.7077 -1.5851 1.5755 -0.13
C 4.0519 -0.6407 0.5447 0.03
N 3.1246 -0.1840 -0.2450 -0.15
N 3.3656 0.8653 -1.0809 0.10
C 2.2968 1.2595 -1.7303 -0.38
O 1.1607 0.5819 -1.6213 -0.28
C 2.3570 2.5225 -2.4474 -0.16
C 3.6005 3.0997 -2.7354 -0.01
C 3.6627 4.3787 -3.2492 -0.04
C 2.4920 5.0909 -3.4805 -0.04
C 1.2553 4.5169 -3.2135 -0.06
C 1.1784 3.2331 -2.7093 -0.02
C 2.3787 -1.6345 2.0743 -0.24
O 1.4464 -0.7285 1.7163 -0.30
H -0.7713 -3.0367 4.6481 0.10
H 0.8244 -2.9527 5.4141 0.11
H 0.3807 -4.3710 4.4265 0.10
H 2.7876 -4.1034 4.3916 0.13
H 5.1107 -3.8691 3.6601 0.13
H 5.7044 -2.3164 1.8395 0.13
H 5.0783 -0.2870 0.4463 0.16
H 4.4931 2.5300 -2.5374 0.11
H 4.6206 4.8265 -3.4638 0.12
H 2.5410 6.0933 -3.8782 0.12
H 0.3514 5.0807 -3.3932 0.11
H 0.2142 2.7938 -2.4799 0.10
C -2.5953 -2.3526 -1.4833 -0.16
Si -1.3562 -2.4953 -0.0328 0.55
C 0.4037 -2.7807 -0.9018 -0.20
C -1.5541 -4.0405 1.0594 -0.13
C -1.4565 -1.0277 1.2300 -0.54
Te -1.0881 1.0619 0.6603 1.39
C -2.5305 1.0155 -0.9403 -0.52
Si -3.7880 2.4944 -0.7109 0.49
C -4.3941 2.4015 1.0890 -0.19
C -5.1889 2.1156 -1.9411 -0.16
C -2.7625 4.0627 -1.0434 -0.17
H -2.6685 -3.3001 -2.0147 0.05
H -2.3431 -1.5877 -2.2201 0.03
H -3.5975 -2.1438 -1.1122 0.05
H 0.2977 -3.7237 -1.4433 0.09
H 1.2368 -2.9539 -0.1825 0.05
H 0.6783 -2.0331 -1.6881 0.04
H -1.4577 -4.9625 0.4922 0.05
H -2.5351 -4.0643 1.5241 0.05
H -0.8212 -4.0722 1.8637 0.02
H -0.7720 -1.1999 2.0662 -0.01
H -2.4657 -1.0476 1.6460 0.04
H -3.0866 0.0896 -0.8197 -0.02
H -2.0203 1.0297 -1.9057 0.02
H -4.9137 1.4720 1.2985 0.03
H -5.0968 3.2031 1.2901 0.04
H -3.5709 2.4974 1.7959 0.00
H -5.7247 1.2051 -1.6846 0.03
H -4.8421 2.0110 -2.9656 0.03
H -5.9156 2.9200 -1.9303 0.04
H -1.7858 3.9869 -0.5610 0.01
H -3.2548 4.9464 -0.6481 0.04
H -2.6088 4.2366 -2.1044 0.03
```

Summary:
* electronic energy: -57841.7740 eV
* max |F|: 3.39 eV Å⁻¹
* net charge: +2
* HOMO-LUMO gap: 6.7 eV